[1]
Here is a 2-piece molecular cluster, C5H3NO overall from OMol25. Energies are from ωB97M-V/def2-TZVPD.

Cartesian coordinates (Å):
N 2.771 -0.807 -0.015
C 1.889 -0.052 -0.007
C 0.965 1.020 0.048
C -0.277 1.190 0.465
O -1.275 1.655 0.828
C -1.860 -0.943 -0.278
C -0.862 -1.587 -0.474
H 1.351 2.027 0.176
H -2.722 -0.338 -0.094
H 0.020 -2.165 -0.649

Computed properties:
Total charge: 0
Electronic energy, Eh: -322.18533
HOMO-LUMO gap, hartree: 0.3716
Maximum force, eV/A: 1.3
HOMO energy, eV: -9.929
SMILES: N#CC=C=O.C#C
ΔE to the lowest compared entry with this formula, charge and spin, eV: 2.8970

***

[2]
Here is C5H3NO in the gas phase from OMol25. Energies are from ωB97M-V/def2-TZVPD.

Cartesian coordinates (Å):
O -1.867 -0.583 1.163
C -1.210 -0.012 0.330
C -0.075 -0.688 -0.425
C 1.272 -0.299 0.000
C 2.415 -0.084 0.314
C -1.577 1.383 -0.007
N -1.987 2.443 -0.224
H -0.189 -0.504 -1.500
H -0.214 -1.757 -0.237
H 3.432 0.100 0.586

Computed properties:
Total charge: 0
Electronic energy, Eh: -322.22317
HOMO-LUMO gap, hartree: 0.3731
Maximum force, eV/A: 1.2
HOMO energy, eV: -10.758
SMILES: C#CCC(=O)C#N
ΔE to the lowest compared entry with this formula, charge and spin, eV: 1.8674

***

[3]
Here is C5H3NO2 in the gas phase from OMol25. Energies are from ωB97M-V/def2-TZVPD.

Cartesian coordinates (Å):
C -1.026 -0.250 -0.027
C -0.300 -1.366 -0.062
C -0.298 0.968 -0.069
C 1.289 -1.027 -0.118
C 1.179 0.571 -0.147
N -0.710 2.156 0.092
O 2.063 1.379 -0.030
O 2.223 -1.734 0.095
H -2.160 -0.357 0.071
H -0.540 -2.432 0.049
H -1.721 2.092 0.146

Computed properties:
Total charge: 0
Electronic energy, Eh: -397.49071
HOMO-LUMO gap, hartree: 0.3157
Maximum force, eV/A: 4.0
HOMO energy, eV: -9.540
SMILES: [H]/N=c1\ccc(=O)c1=O
ΔE to the lowest compared entry with this formula, charge and spin, eV: 1.1411

***

[4]
Here is C5H3NO2 as an isolated structure from OMol25. Energies are from ωB97M-V/def2-TZVPD.

Cartesian coordinates (Å):
C -0.455 -1.669 -2.829
C 0.105 -0.138 -1.011
C -0.526 0.001 0.471
C -0.229 0.752 1.470
C 0.200 1.036 2.889
H 0.375 -1.230 -3.725
H -1.449 -2.032 -3.495
H 0.050 -2.737 -2.015
N 0.570 1.640 3.873
O -1.009 -0.722 -1.681
O 1.317 0.052 -1.296

Computed properties:
Total charge: 0
Electronic energy, Eh: -397.30173
HOMO-LUMO gap, hartree: 0.3555
Maximum force, eV/A: 6.3
HOMO energy, eV: -10.973
ΔE to the lowest compared entry with this formula, charge and spin, eV: 6.2836

***

[5]
Here is C5H3NO2 in the gas phase from OMol25. Energies are from ωB97M-V/def2-TZVPD.

Cartesian coordinates (Å):
C -0.573 0.725 -0.034
C -1.906 -0.932 -0.075
C 0.169 -0.414 -0.200
C 1.604 -0.497 -0.108
C 2.759 -0.426 -0.001
H -0.638 2.625 0.077
H -2.719 -1.648 0.222
H 3.812 -0.252 0.193
N -1.812 0.358 -0.034
O -0.050 1.968 -0.042
O -0.646 -1.507 0.002

Computed properties:
Total charge: 0
Electronic energy, Eh: -397.45204
HOMO-LUMO gap, hartree: 0.3372
Maximum force, eV/A: 5.4
HOMO energy, eV: -8.569
SMILES: C#Cc1ocnc1O
ΔE to the lowest compared entry with this formula, charge and spin, eV: 2.1934

***

[6]
Here is C5H3NOS in the gas phase from OMol25. Energies are from ωB97M-V/def2-TZVPD.

Cartesian coordinates (Å):
C -0.300 -0.822 -0.214
C 1.828 -0.312 0.030
C 1.227 0.844 0.043
C -0.182 0.476 -0.275
C -1.318 1.236 -0.207
H -2.574 -1.083 0.828
H 2.889 -0.540 0.077
H 1.491 1.954 0.012
N -2.424 1.678 -0.038
O 0.967 -1.457 -0.180
S -1.604 -1.974 -0.076

Computed properties:
Total charge: 0
Electronic energy, Eh: -720.41962
HOMO-LUMO gap, hartree: 0.3414
Maximum force, eV/A: 7.8
HOMO energy, eV: -9.185
SMILES: N#Cc1ccoc1S
ΔE to the lowest compared entry with this formula, charge and spin, eV: 1.9344

***

[7]
Here is C5H3NS in the gas phase from OMol25. Energies are from ωB97M-V/def2-TZVPD.

Cartesian coordinates (Å):
C 0.944 -0.444 -0.001
C -0.391 -0.813 0.011
C 1.319 0.889 -0.010
C -1.567 0.015 0.002
C -0.885 1.341 0.004
N 0.273 1.716 0.003
S -3.107 -0.907 -0.005
H 1.693 -1.218 0.006
H -0.594 -1.871 0.024
H 2.315 1.291 -0.033

Computed properties:
Total charge: 0
Electronic energy, Eh: -645.12279
HOMO-LUMO gap (alpha / beta), hartree: 0.2143 / 0.2144
Maximum force, eV/A: 3.4
HOMO energy (alpha / beta), eV: -7.870 / -7.871
ΔE to the lowest compared entry with this formula, charge and spin, eV: 0.4035

***

[8]
Here is a 2-piece molecular cluster, C5H3NS overall from OMol25. Energies are from ωB97M-V/def2-TZVPD.

Cartesian coordinates (Å):
C 2.166 0.770 -0.050
C 2.852 -1.001 0.844
C 0.930 0.853 0.064
C -1.458 0.774 0.468
C -2.711 0.837 0.804
N -0.290 0.869 0.231
S 2.779 -1.995 -0.372
H 3.173 0.764 -0.381
H -3.027 0.904 1.742
H -3.517 0.595 0.059

Computed properties:
Spin multiplicity: 3
Total charge: 0
Electronic energy, Eh: -644.92219
HOMO-LUMO gap (alpha / beta), hartree: 0.2100 / 0.2434
Maximum force, eV/A: 4.7
HOMO energy (alpha / beta), eV: -5.812 / -9.188
ΔE to the lowest compared entry with this formula, charge and spin, eV: 2.9703

***

[9]
Here is a 2-piece molecular cluster, C5H4 overall from OMol25. Energies are from ωB97M-V/def2-TZVPD.

Cartesian coordinates (Å):
C 1.824 0.765 1.760
C -0.513 -0.271 -0.230
C 1.675 1.626 2.474
C 0.435 -1.005 -0.680
C -1.553 0.507 -0.364
H 1.195 -1.123 0.044
H 0.895 -1.695 -1.448
H -1.544 1.485 -0.929
H -2.413 -0.289 -0.625

Computed properties:
Spin multiplicity: 3
Total charge: 0
Electronic energy, Eh: -192.43360
HOMO-LUMO gap (alpha / beta), hartree: 0.3671 / 0.1982
Maximum force, eV/A: 17.0
HOMO energy (alpha / beta), eV: -9.327 / -9.267
ΔE to the lowest compared entry with this formula, charge and spin, eV: 6.5087

***

[10]
Here is a 15-piece molecular cluster, C5H43N2O14 overall from OMol25. Energies are from ωB97M-V/def2-TZVPD.

Cartesian coordinates (Å):
C 2.631 -1.765 -0.037
C 2.924 -0.198 -0.040
C 2.118 0.666 -0.984
C 2.822 1.936 -1.578
C 2.563 3.284 -0.725
N 1.284 4.036 -0.865
N 1.390 -2.065 0.662
H 3.441 -2.502 0.437
H 2.528 -2.040 -1.060
H 3.963 0.041 -0.195
H 2.734 -0.044 0.989
H 1.784 0.127 -1.952
H 1.291 0.994 -0.330
H 2.672 2.144 -2.712
H 3.945 1.779 -1.573
H 2.451 2.996 0.295
H 3.458 3.889 -0.648
H 0.938 3.490 -1.706
H 1.517 5.021 -0.904
H 1.408 -1.741 1.681
H 1.357 -3.207 0.727
H 0.818 -1.430 0.269
H -0.596 2.040 -5.029
H 0.429 1.028 -5.373
O 0.061 1.330 -4.604
H -1.903 -2.414 0.123
H -3.093 -3.198 0.233
O -2.745 -2.254 0.176
H 1.195 0.165 2.715
H -0.030 -0.631 3.110
O 1.031 -0.762 3.075
H -0.658 -0.255 -3.530
H -1.938 -0.120 -4.294
O -1.507 -0.686 -3.710
H -3.093 -3.196 -1.701
H -2.708 -3.286 -3.237
O -2.849 -3.874 -2.430
H -0.954 -4.009 -2.025
H 0.417 -3.610 -2.267
O -0.340 -3.607 -1.548
H -1.014 0.529 2.845
H -2.167 -0.010 2.144
O -1.567 -0.203 2.819
H -2.789 1.717 -1.540
H -3.432 2.125 -2.682
O -2.559 2.179 -2.338
H 3.896 -2.348 3.021
H 2.666 -1.352 2.956
O 3.371 -1.741 2.396
H -4.557 -0.602 2.770
H -4.140 -1.208 1.352
O -4.493 -0.392 1.812
H 0.096 3.490 1.009
H -0.582 4.618 1.897
O -0.091 3.694 1.866
H -4.208 1.119 0.858
H -3.296 2.457 1.100
O -3.357 1.644 0.671
H -0.933 -3.966 2.658
H -1.288 -2.563 2.243
O -0.507 -3.110 2.255
H -0.150 1.933 4.274
H 0.054 2.325 2.696
O 0.287 1.594 3.480

Computed properties:
Total charge: +1
Electronic energy, Eh: -1378.76780
HOMO-LUMO gap, hartree: 0.3497
Maximum force, eV/A: 8.5
HOMO energy, eV: -11.874
ΔE to the lowest compared entry with this formula, charge and spin, eV: 5.5308